ORCA calculation (the ωB97M-V functional and the def2-TZVPD basis) on C4H6Cl2O in the gas phase.

SMILES string   CC1(O)[C@@H](Cl)[C@@H]1Cl
Highest occupied orbital energy   -9.51 eV
Charge   0
ΔE to the lowest compared entry with this formula, charge and spin   147.6 kJ/mol

The geometry in XYZ format:
```
13
Properties=species:S:1:pos:R:3:lowdin_charge:R:1
C 1.07 0.11 1.01 -0.0495
C 0.28 0.43 -0.26 -0.5363
O 0.73 1.11 -1.34 0.0036
C -1.24 0.44 0.06 -0.6180
Cl -2.44 1.33 -0.90 0.6263
C -0.66 -0.84 -0.52 -0.6345
Cl -0.68 -2.29 0.47 0.6447
H 0.46 -0.32 1.69 0.0069
H 1.70 1.01 1.35 0.1226
H 1.78 -0.69 0.79 0.0808
H 1.43 0.54 -1.87 0.1854
H -1.45 0.27 1.06 0.0679
H -0.97 -1.09 -1.54 0.1002
```


ORCA calculation (the ωB97M-V functional and the def2-TZVPD basis) on C2H6BrO6P3 in the gas phase.

SMILES string   O=C(OCP(O)Br)PP(=O)(O)O
Highest occupied orbital energy   -9.29 eV
Charge   0

The geometry in XYZ format:
```
18
Properties=species:S:1:pos:R:3:lowdin_charge:R:1
O -2.53 1.60 0.22 0.0575
C -1.67 0.86 -0.19 -0.7452
O -0.37 1.19 -0.31 -0.1652
C 0.18 1.60 0.97 -0.3669
P 2.03 1.55 1.13 0.5365
O 2.34 3.13 0.79 -0.3938
Br 2.76 0.55 -0.70 0.3645
P -2.24 -0.84 -0.73 0.9243
P -0.37 -1.91 -0.96 0.2023
O 0.42 -1.27 -2.00 -0.3489
O -0.74 -3.43 -1.25 -0.1594
O 0.41 -1.88 0.45 -0.1915
H -0.27 1.02 1.76 0.0836
H -0.08 2.64 1.15 0.0868
H 2.44 3.22 -0.16 0.0211
H -2.81 -1.36 0.45 -0.0672
H 0.05 -3.92 -1.50 0.0874
H 0.44 -2.74 0.88 0.0740
```


ORCA calculation (the ωB97M-V functional and the def2-TZVPD basis) on a 6-piece molecular cluster, C22H43BrO13 overall.

SMILES string   C#CCCCC1=C(C[C@H](C)Br)C(=O)OC1=O.OCCO.OCCO.OCCO.OCCO.OCCO
Highest occupied orbital energy   -9.30 eV
Charge   0

The geometry in XYZ format:
```
79
Properties=species:S:1:pos:R:3:lowdin_charge:R:1
C -0.19 -0.63 -0.94 0.0712
C 0.36 -1.63 -1.80 -0.0728
C 1.37 -2.65 -2.66 -0.1830
C 1.16 -2.45 -4.30 -0.1847
C 2.34 -1.47 -4.96 -0.1216
C 1.70 0.04 -5.03 -0.0253
C 1.83 1.10 -3.99 0.0040
C 2.62 1.14 -2.55 -0.1563
C 4.24 1.46 -2.75 -0.6702
C 5.12 0.09 -3.00 -0.1787
Br 4.99 2.32 -1.09 0.5913
C 0.92 2.28 -4.67 -0.1976
O 0.47 3.24 -3.85 0.0168
O 0.74 2.05 -6.11 0.0281
C 0.77 0.56 -6.27 -0.1566
O 0.16 -0.13 -7.26 0.0180
H -0.38 0.37 -0.32 0.0785
H 1.03 -3.75 -2.37 0.1186
H 2.51 -2.46 -2.34 0.1077
H 0.14 -1.85 -4.40 0.1211
H 1.09 -3.47 -4.87 0.1185
H 2.61 -1.91 -6.02 0.1275
H 3.28 -1.58 -4.27 0.0848
H 2.19 2.06 -1.93 0.1173
H 2.48 0.18 -1.88 0.1079
H 4.33 2.17 -3.69 0.1179
H 4.59 -0.82 -2.46 0.0796
H 5.11 -0.19 -4.16 0.0894
H 6.24 0.16 -2.66 0.0748
O -1.96 -2.82 3.30 -0.1258
C -2.62 -2.65 2.04 -0.2172
C -3.20 -1.24 1.96 -0.2209
O -2.16 -0.29 2.11 -0.0924
H -2.64 -2.83 3.99 0.1053
H -1.88 -2.81 1.26 0.1166
H -3.41 -3.41 1.95 0.1210
H -3.69 -1.08 1.00 0.1108
H -3.92 -1.07 2.76 0.1144
H -1.55 -0.66 2.78 0.0686
O -4.30 -0.11 -1.81 -0.0876
C -5.10 -1.18 -2.32 -0.2386
C -4.21 -2.13 -3.12 -0.2459
O -3.16 -2.62 -2.29 -0.0951
H -4.04 0.44 -2.57 0.1004
H -5.53 -1.69 -1.46 0.1217
H -5.90 -0.77 -2.93 0.1159
H -4.79 -2.98 -3.49 0.1190
H -3.75 -1.61 -3.96 0.1130
H -2.90 -1.87 -1.72 0.0553
O 1.49 1.68 1.07 -0.0992
C 1.43 1.68 2.50 -0.2322
C 1.24 3.11 2.99 -0.2222
O 0.06 3.67 2.43 -0.0708
H 2.34 2.09 0.82 0.0734
H 0.57 1.06 2.78 0.1244
H 2.34 1.23 2.90 0.1141
H 1.16 3.15 4.08 0.1168
H 2.08 3.74 2.68 0.1195
H 0.01 3.32 1.51 0.0957
O 2.09 -1.15 1.43 -0.1029
C 2.19 -2.51 1.88 -0.2195
C 1.17 -2.74 2.99 -0.1986
O -0.14 -2.46 2.51 -0.1459
H 2.42 -0.58 2.15 0.0610
H 1.98 -3.15 1.03 0.1208
H 3.21 -2.69 2.23 0.1163
H 1.20 -3.78 3.34 0.1270
H 1.35 -2.07 3.84 0.1185
H -0.05 -1.69 1.92 0.0749
O -2.52 4.13 4.37 -0.0795
C -2.68 3.23 5.47 -0.2351
C -1.68 3.59 6.56 -0.2486
O -1.87 4.95 6.97 -0.0800
H -1.68 3.91 3.94 0.0641
H -3.71 3.36 5.84 0.1234
H -2.55 2.21 5.12 0.1132
H -1.79 2.94 7.43 0.1183
H -0.65 3.51 6.18 0.1029
H -2.09 5.44 6.16 0.0860
```


ORCA calculation (the ωB97M-V functional and the def2-TZVPD basis) on C12H8ClFN2O in the gas phase.

SMILES string   O=C(Nc1ncccc1Cl)c1ccccc1F
Highest occupied orbital energy   -9.02 eV
Charge   0
ΔE to the lowest compared entry with this formula, charge and spin   0.0 kJ/mol

The geometry in XYZ format:
```
25
Properties=species:S:1:pos:R:3:lowdin_charge:R:1
O 0.14 -1.38 1.11 0.0352
C -0.28 -0.47 0.42 -0.4336
N 0.55 0.43 -0.19 0.1526
C 1.94 0.43 -0.09 -0.3157
N 2.48 1.62 0.13 0.1267
C 3.78 1.73 0.26 -0.1420
C 4.64 0.65 0.19 -0.0636
C 4.10 -0.60 -0.10 -0.0861
C 2.73 -0.71 -0.26 -0.5695
Cl 2.06 -2.22 -0.76 0.7577
C -1.74 -0.31 0.16 -0.0559
C -2.53 -1.44 0.41 -0.0073
C -3.90 -1.42 0.21 -0.0721
C -4.52 -0.27 -0.24 -0.0701
C -3.76 0.87 -0.48 -0.0077
C -2.40 0.83 -0.28 -0.2069
F -1.71 1.98 -0.52 0.0590
H 0.18 1.34 -0.45 0.1317
H 4.15 2.73 0.44 0.1055
H 5.70 0.77 0.32 0.1016
H 4.72 -1.47 -0.21 0.1073
H -2.03 -2.32 0.77 0.1218
H -4.48 -2.31 0.40 0.1052
H -5.58 -0.24 -0.40 0.1072
H -4.22 1.79 -0.82 0.1191
```


Summary of LUMO energy in Ha
0.0215; 0.0007; -0.0549; 0.0131
(order as listed above)
Summary of orbital gap in eV
10.09; 9.31; 7.80; 9.38
(order as listed above)